A structure of composition C40H44FeN3OP2S2 in a non-equilibrium geometry. Source: OMol25; level of theory: ωB97M-V/def2-TZVPD.

Calculated values
LUMO level (alpha / beta) = -2.54 / -3.30 eV
multiplicity = 5
Kohn-Sham gap (alpha / beta) = 0.291 / 0.263 Ha
net charge = +1

Positions of all 93 atoms, in Å:
Fe 0.01 -0.16 0.61
C 1.81 -7.59 -0.32
S 0.42 -7.73 0.84
C -0.31 -6.06 0.70
C 0.54 -5.02 1.42
C -0.09 -3.63 1.39
N -0.03 -3.00 0.05
P 1.36 -1.90 -0.23
C 1.73 -2.39 -1.94
C 1.72 -3.72 -2.34
C 2.04 -4.05 -3.64
C 2.38 -3.05 -4.55
C 2.39 -1.72 -4.15
C 2.07 -1.39 -2.85
C 2.76 -2.64 0.69
C 3.78 -3.40 0.10
C 4.83 -3.86 0.88
C 4.90 -3.55 2.22
C 3.91 -2.78 2.81
C 2.87 -2.30 2.04
P -1.43 -1.91 -0.12
C -2.78 -3.14 -0.01
C -2.86 -4.25 -0.85
C -3.89 -5.16 -0.69
C -4.86 -4.96 0.29
C -4.78 -3.85 1.12
C -3.75 -2.94 0.97
C -1.41 -1.45 -1.89
C -1.75 -0.11 -2.10
C -1.82 0.39 -3.39
C -1.53 -0.43 -4.46
C -1.19 -1.75 -4.26
C -1.14 -2.27 -2.97
H 2.25 -8.58 -0.39
H 2.54 -6.88 0.06
H 1.43 -7.28 -1.29
H -1.29 -6.14 1.16
H -0.43 -5.83 -0.36
H 1.54 -4.98 1.00
H 0.63 -5.32 2.47
H 0.40 -3.00 2.14
H -1.15 -3.73 1.68
H 1.45 -4.49 -1.63
H 2.04 -5.08 -3.96
H 2.63 -3.31 -5.56
H 2.65 -0.95 -4.85
H 2.06 -0.36 -2.52
H 3.75 -3.64 -0.95
H 5.62 -4.44 0.42
H 5.73 -3.90 2.82
H 3.96 -2.53 3.86
H 2.12 -1.65 2.48
H -2.12 -4.40 -1.62
H -3.95 -6.02 -1.34
H -5.66 -5.67 0.40
H -5.52 -3.70 1.88
H -3.69 -2.07 1.60
H -1.98 0.52 -1.25
H -2.09 1.43 -3.54
H -1.57 -0.03 -5.47
H -0.97 -2.39 -5.10
H -0.86 -3.30 -2.83
C -1.50 0.40 5.70
C -0.09 0.98 5.58
N -0.03 2.05 4.61
C 0.05 3.42 5.10
C 1.50 3.89 5.18
C 0.04 1.81 3.31
S 0.12 0.13 2.83
N 0.07 2.85 2.50
C 0.06 2.89 1.17
O -0.01 1.89 0.40
C 0.09 4.26 0.60
C 0.07 4.45 -0.78
C 0.01 5.73 -1.30
C -0.02 6.82 -0.45
C 0.04 6.64 0.93
C 0.10 5.36 1.45
H -1.50 -0.42 6.41
H -1.83 0.02 4.73
H -2.20 1.15 6.03
H 0.60 0.18 5.28
H 0.24 1.37 6.54
H -0.42 3.47 6.08
H -0.51 4.05 4.40
H 2.08 3.22 5.81
H 1.54 4.89 5.59
H 1.93 3.89 4.18
H 0.09 3.58 -1.42
H -0.02 5.87 -2.36
H -0.08 7.82 -0.85
H 0.02 7.49 1.60
H 0.14 5.20 2.51